# C7H5ClF3NS

One molecule with the formula C7H5ClF3NS at a distorted geometry (ωB97M-V with the def2-TZVPD basis set, OMol25).

Computed properties:
* E_HOMO: -9.008 eV
* LUMO: 0.3 eV
* frontier orbital gap: 0.34250 hartree

Positions of all 18 atoms, in Å:
C  -1.998  -0.245  -1.049
C  -2.743  -0.086  0.140
C  -0.605  -0.344  -1.010
C  -2.034  -0.002  1.374
C  0.047  -0.208  0.188
C  -0.629  -0.075  1.408
C  2.471  1.244  -0.076
N  1.792  -1.538  -0.987
F  1.565  2.141  0.154
F  2.810  1.272  -1.391
F  3.586  1.591  0.661
S  1.791  -0.712  0.282
Cl  0.301  -0.120  2.900
H  -2.474  -0.230  -1.998
H  -3.842  -0.043  0.242
H  -0.010  -0.493  -1.931
H  -2.685  -0.004  2.232
H  2.655  -2.148  -1.140

Atomic partial charges in e from the Löwdin method, atoms 1 to 8:
1 C -0.058
2 C -0.051
3 C -0.088
4 C -0.086
5 C -0.441
6 C -0.631
7 C -0.649
8 N -0.386

=====

# C33H31N6O9STeTi

C33H31N6O9STeTi as an isolated structure at a distorted geometry (ωB97M-V with the def2-TZVPD basis set, OMol25).

Computed properties:
* total charge: +1
* E_HOMO (spin up / spin down): -9.735 / -9.736 eV
* LUMO (spin up / spin down): -4.6 / -4.6 eV
* frontier orbital gap (spin up / spin down): 0.18862 / 0.18875 hartree

Positions of all 82 atoms, in Å:
Ti  -0.109  -0.081  0.040
O  -4.940  0.246  6.632
C  -4.957  0.094  5.292
O  -5.993  -0.090  4.724
C  -3.643  0.168  4.553
C  -3.714  0.133  3.170
C  -2.557  0.197  2.410
C  -1.331  0.278  3.031
C  -1.237  0.288  4.417
C  -2.398  0.246  5.170
N  -0.154  0.284  2.185
C  0.976  0.607  2.651
C  2.177  0.501  1.781
C  3.434  0.806  2.238
C  4.515  0.627  1.374
C  4.283  0.156  0.101
C  2.978  -0.120  -0.293
N  1.951  0.046  0.535
H  -4.051  0.432  6.955
H  -4.679  0.056  2.689
H  -2.641  0.188  1.332
H  -0.286  0.296  4.931
H  -2.291  0.250  6.248
H  1.104  0.972  3.666
H  3.567  1.177  3.245
H  5.520  0.856  1.704
H  5.092  -0.004  -0.598
H  2.732  -0.481  -1.283
O  0.013  0.128  -3.908
C  0.072  0.565  -2.808
O  0.427  -0.204  -1.710
C  -0.103  2.005  -2.438
C  0.207  2.962  -3.392
C  0.244  4.290  -3.015
C  0.046  4.691  -1.711
C  -0.260  3.719  -0.781
C  -0.429  2.393  -1.137
O  -0.951  1.490  -0.285
N  -0.332  4.128  0.639
O  0.085  3.330  1.458
O  -0.657  5.264  0.871
N  0.573  5.317  -4.029
O  0.843  4.925  -5.140
O  0.542  6.472  -3.671
H  0.435  2.664  -4.406
H  0.141  5.728  -1.421
C  1.753  -4.675  -0.738
N  0.309  -4.626  -0.638
C  -0.524  -5.725  -1.144
C  -1.954  -5.298  -0.746
N  -1.695  -4.071  0.001
C  -0.420  -3.758  0.051
S  0.190  -2.450  0.982
H  2.148  -5.500  -0.144
H  2.166  -3.739  -0.373
H  2.036  -4.818  -1.781
H  -0.219  -6.665  -0.682
H  -0.403  -5.814  -2.222
H  -2.451  -6.034  -0.119
H  -2.580  -5.094  -1.614
H  -2.357  -3.588  0.584
C  -8.267  -0.017  1.598
C  -6.959  -0.216  0.883
C  -6.532  -1.468  0.484
C  -5.315  -1.671  -0.166
C  -5.057  -3.073  -0.648
C  -4.455  -0.578  -0.397
Te  -2.638  -0.880  -1.470
C  -4.909  0.716  -0.046
C  -4.172  1.996  -0.327
C  -6.139  0.861  0.592
H  -8.822  -0.950  1.678
H  -8.891  0.708  1.074
H  -8.100  0.362  2.608
H  -7.171  -2.325  0.668
H  -5.559  -3.797  -0.007
H  -4.005  -3.291  -0.711
H  -5.440  -3.209  -1.663
H  -3.127  1.833  -0.518
H  -4.274  2.688  0.511
H  -4.591  2.488  -1.209
H  -6.463  1.859  0.872

Atomic partial charges in e from the Löwdin method, atoms 1 to 8:
1 Ti 0.784
2 O 0.137
3 C -0.462
4 O 0.139
5 C -0.101
6 C 0.043
7 C 0.013
8 C -0.216

=====

For reference, relative energy (zero: lowest compared OMol25 entry of this formula, charge and spin) by record: 0.0, 4.3 kcal per mole.
For reference, DFT total energy by record: -40338.01323, -103328.56182 eV.